No. 1
{"formula": "C19H30F13NNbO8", "method": "wB97M-V/def2-TZVPD", "species": ["C", "C", "C", "Nb", "N", "F", "H", "H", "H", "H", "H", "H", "H", "H", "H", "H", "C", "C", "O", "C", "O", "C", "F", "F", "F", "H", "H", "H", "H", "H", "C", "C", "O", "C", "O", "C", "F", "F", "F", "H", "H", "H", "H", "H", "C", "C", "O", "C", "O", "C", "F", "F", "F", "H", "H", "H", "H", "H", "C", "C", "O", "C", "O", "C", "F", "F", "F", "H", "H", "H", "H", "H"], "positions_angstrom": [[6.43, 5.24, -2.19], [5.91, 4.02, -2.71], [4.38, 3.75, -2.94], [3.12, 5.65, -2.97], [1.36, 4.54, -2.35], [2.47, 5.37, -4.95], [6.61, 6.15, -2.80], [6.74, 5.27, -1.12], [6.63, 3.19, -2.94], [4.08, 3.13, -2.06], [4.21, 3.10, -3.84], [2.12, 7.17, -2.83], [4.49, 6.65, -3.63], [3.62, 5.92, -1.25], [1.05, 4.91, -1.45], [1.60, 3.56, -2.19], [2.66, -0.24, 2.28], [1.47, 0.26, 1.48], [1.08, 1.56, 1.97], [1.78, 2.59, 1.48], [2.67, 2.50, 0.70], [1.23, 3.90, 2.04], [0.99, 3.83, 3.36], [0.08, 4.24, 1.45], [2.08, 4.91, 1.86], [2.44, -0.23, 3.35], [2.93, -1.25, 1.98], [3.53, 0.40, 2.12], [0.61, -0.39, 1.63], [1.68, 0.29, 0.41], [1.32, 1.56, -6.99], [0.74, 0.17, -6.80], [1.71, -0.72, -6.24], [1.84, -0.68, -4.91], [1.21, 0.03, -4.19], [2.86, -1.72, -4.45], [3.96, -1.72, -5.22], [2.35, -2.96, -4.49], [3.27, -1.50, -3.20], [2.24, 1.51, -7.58], [0.61, 2.22, -7.49], [1.59, 2.01, -6.03], [0.46, -0.24, -7.77], [-0.17, 0.20, -6.19], [-3.58, -4.32, 1.06], [-2.64, -4.84, 2.14], [-1.27, -4.74, 1.71], [-0.70, -3.55, 1.88], [-1.24, -2.59, 2.35], [0.76, -3.59, 1.44], [0.91, -4.23, 0.28], [1.53, -4.22, 2.33], [1.27, -2.37, 1.28], [-3.40, -4.84, 0.12], [-4.61, -4.47, 1.35], [-3.42, -3.26, 0.88], [-2.83, -5.90, 2.32], [-2.79, -4.32, 3.09], [-6.08, -1.79, 7.07], [-6.93, -1.63, 5.83], [-6.50, -2.52, 4.79], [-6.98, -3.77, 4.86], [-7.71, -4.17, 5.71], [-6.48, -4.59, 3.68], [-5.18, -4.38, 3.43], [-7.14, -4.27, 2.56], [-6.64, -5.89, 3.86], [-5.02, -1.67, 6.83], [-6.35, -1.06, 7.83], [-6.19, -2.79, 7.50], [-6.82, -0.62, 5.43], [-7.99, -1.77, 6.05]], "e_homo_ev": -2.32, "homo_lumo_gap_ev": 3.876, "mol_weight_g_mol": 740.33, "total_charge": -1, "energy_ha": -2753.64631}

---

No. 2
{"formula": "C24H67N6O7Sr", "method": "wB97M-V/def2-TZVPD", "species": ["Sr", "O", "H", "C", "C", "C", "O", "C", "N", "H", "H", "H", "H", "H", "H", "H", "H", "H", "H", "H", "C", "C", "C", "O", "C", "N", "H", "H", "H", "H", "H", "H", "H", "H", "H", "H", "H", "C", "C", "C", "O", "C", "N", "H", "H", "H", "H", "H", "H", "H", "H", "H", "H", "H", "C", "C", "C", "O", "C", "N", "H", "H", "H", "H", "H", "H", "H", "H", "H", "H", "H", "C", "C", "C", "O", "C", "N", "H", "H", "H", "H", "H", "H", "H", "H", "H", "H", "H", "C", "C", "C", "O", "C", "N", "H", "H", "H", "H", "H", "H", "H", "H", "H", "H", "H"], "positions_angstrom": [[-1.41, 0.88, -2.05], [-0.03, -0.08, -0.32], [0.83, -0.40, -0.59], [-3.45, -0.78, -6.35], [-3.12, -0.73, -4.85], [-1.90, -1.63, -4.62], [-1.50, -1.55, -3.26], [-0.28, -2.26, -3.06], [-2.79, 0.63, -4.42], [-2.66, -0.30, -6.93], [-4.45, -0.38, -6.52], [-3.47, -1.82, -6.71], [-3.95, -1.12, -4.27], [-1.10, -1.35, -5.31], [-2.28, -2.63, -4.86], [0.09, -2.07, -2.06], [0.54, -1.87, -3.68], [-0.37, -3.32, -3.31], [-3.45, 1.30, -4.80], [-1.93, 0.92, -4.90], [3.59, -0.65, -2.16], [3.57, 0.87, -2.07], [4.08, 1.50, -3.37], [5.44, 1.19, -3.52], [5.88, 1.45, -4.84], [2.26, 1.37, -1.69], [3.33, -1.15, -1.22], [4.59, -1.04, -2.37], [2.89, -1.04, -2.91], [4.26, 1.12, -1.26], [3.98, 2.59, -3.33], [3.41, 1.06, -4.13], [5.30, 0.87, -5.57], [6.86, 0.99, -4.93], [5.87, 2.50, -5.11], [1.84, 0.96, -0.87], [1.61, 1.15, -2.45], [3.06, 1.08, 1.98], [2.05, 2.18, 2.32], [2.69, 3.55, 2.58], [3.70, 3.52, 3.56], [3.20, 3.24, 4.85], [1.05, 2.38, 1.24], [3.42, 0.64, 2.91], [3.95, 1.33, 1.40], [2.56, 0.28, 1.43], [1.43, 1.82, 3.14], [1.87, 4.22, 2.85], [3.15, 3.95, 1.68], [4.04, 3.23, 5.54], [2.73, 2.26, 4.88], [2.50, 4.02, 5.17], [1.61, 2.53, 0.40], [0.56, 1.50, 1.06], [-2.56, -1.13, 3.16], [-2.41, 0.37, 2.90], [-1.37, 1.04, 3.77], [-1.81, 1.13, 5.12], [-0.80, 1.70, 5.92], [-2.14, 0.64, 1.48], [-1.65, -1.67, 2.90], [-3.44, -1.57, 2.70], [-2.71, -1.22, 4.24], [-3.41, 0.80, 3.08], [-1.15, 2.05, 3.42], [-0.45, 0.43, 3.73], [-0.42, 2.63, 5.51], [0.00, 0.99, 6.15], [-1.23, 1.86, 6.92], [-2.06, 1.64, 1.33], [-1.24, 0.23, 1.20], [2.09, -5.02, 1.93], [1.24, -3.79, 1.56], [1.66, -2.58, 2.36], [1.70, -2.93, 3.74], [2.05, -1.86, 4.58], [1.29, -3.55, 0.12], [1.88, -5.89, 1.31], [1.94, -5.28, 2.97], [3.14, -4.73, 1.79], [0.21, -4.04, 1.83], [0.91, -1.78, 2.22], [2.63, -2.19, 2.04], [3.07, -1.51, 4.44], [2.01, -2.25, 5.60], [1.29, -1.07, 4.50], [2.17, -3.09, -0.14], [0.56, -2.92, -0.20], [-5.34, -1.24, 0.06], [-4.49, -0.57, -1.05], [-4.78, 0.93, -0.98], [-3.93, 1.65, -1.91], [-4.36, 3.00, -2.01], [-3.05, -0.89, -0.96], [-6.36, -0.87, 0.01], [-4.89, -0.96, 1.01], [-5.24, -2.32, -0.04], [-4.81, -1.01, -2.00], [-4.52, 1.28, 0.02], [-5.83, 1.04, -1.26], [-5.41, 3.09, -2.27], [-3.84, 3.44, -2.88], [-4.05, 3.63, -1.17], [-2.96, -1.89, -1.07], [-2.80, -0.67, 0.01]], "e_homo_ev": -11.12, "homo_lumo_gap_ev": 7.734, "relative_energy_ev": 0.322, "mol_weight_g_mol": 639.46, "total_charge": 1, "energy_ha": -1840.32016}

---

No. 3
{"formula": "C40H78F4O21", "method": "wB97M-V/def2-TZVPD", "species": ["O", "C", "O", "C", "C", "F", "O", "H", "H", "H", "O", "C", "O", "C", "C", "F", "O", "H", "H", "H", "O", "C", "O", "C", "C", "F", "O", "H", "H", "H", "O", "C", "O", "C", "C", "F", "O", "H", "H", "H", "C", "C", "O", "C", "C", "O", "H", "H", "H", "H", "H", "H", "H", "H", "C", "C", "O", "C", "C", "O", "H", "H", "H", "H", "H", "H", "H", "H", "C", "C", "O", "C", "C", "H", "H", "H", "H", "H", "H", "H", "H", "H", "H", "C", "C", "O", "C", "C", "H", "H", "H", "H", "H", "H", "H", "H", "H", "H", "C", "C", "O", "C", "C", "H", "H", "H", "H", "H", "H", "H", "H", "H", "H", "C", "C", "O", "C", "C", "H", "H", "H", "H", "H", "H", "H", "H", "H", "H", "C", "C", "O", "C", "C", "H", "H", "H", "H", "H", "H", "H", "H", "H", "H"], "positions_angstrom": [[4.76, -7.90, -21.03], [5.41, -8.51, -21.80], [4.96, -9.45, -22.64], [6.07, -10.08, -23.27], [7.20, -9.08, -23.06], [7.33, -8.27, -24.16], [6.75, -8.34, -21.95], [6.32, -10.93, -22.63], [5.87, -10.32, -24.30], [8.16, -9.54, -22.83], [-0.49, -8.58, -18.45], [-1.04, -9.41, -17.79], [-1.60, -9.19, -16.59], [-2.28, -10.34, -16.16], [-1.72, -11.43, -17.03], [-2.73, -12.24, -17.49], [-1.23, -10.70, -18.14], [-2.11, -10.51, -15.09], [-3.37, -10.31, -16.16], [-0.92, -12.06, -16.63], [5.23, -8.04, -15.17], [4.46, -8.32, -16.03], [4.72, -8.99, -17.15], [3.54, -9.25, -17.92], [2.46, -8.60, -17.04], [1.70, -9.66, -16.55], [3.14, -7.97, -16.00], [3.75, -8.72, -18.84], [3.37, -10.32, -17.96], [1.69, -8.00, -17.53], [-1.53, -3.76, -13.75], [-0.99, -4.73, -14.16], [-1.46, -5.48, -15.16], [-0.64, -6.63, -15.33], [0.66, -6.16, -14.60], [1.41, -5.52, -15.56], [0.17, -5.26, -13.67], [-1.12, -7.46, -14.80], [-0.48, -6.97, -16.35], [1.21, -7.02, -14.22], [5.18, -10.82, -12.58], [5.40, -9.38, -12.15], [4.52, -9.19, -11.02], [3.29, -8.71, -11.16], [2.54, -8.64, -9.83], [2.73, -8.61, -12.23], [4.11, -11.04, -12.62], [5.72, -11.54, -11.97], [5.49, -10.94, -13.62], [6.42, -9.25, -11.79], [5.33, -8.61, -12.91], [2.60, -7.65, -9.39], [3.12, -9.32, -9.20], [1.55, -9.09, -9.87], [3.33, -12.48, -20.57], [4.15, -13.76, -20.65], [4.88, -13.75, -21.87], [5.70, -14.81, -22.03], [6.26, -14.91, -23.44], [5.84, -15.67, -21.21], [3.94, -11.58, -20.51], [2.70, -12.49, -19.68], [2.69, -12.36, -21.45], [4.76, -13.78, -19.75], [3.45, -14.60, -20.67], [6.74, -15.86, -23.67], [7.08, -14.19, -23.53], [5.48, -14.68, -24.16], [-1.05, -14.96, -15.36], [-1.14, -13.92, -14.27], [-0.06, -13.00, -14.50], [0.12, -12.08, -13.41], [0.43, -10.69, -13.97], [-0.19, -15.62, -15.25], [-1.89, -15.64, -15.17], [-1.10, -14.54, -16.36], [-2.09, -13.38, -14.20], [-1.01, -14.36, -13.27], [-0.84, -12.01, -12.88], [0.86, -12.49, -12.72], [-0.25, -10.56, -14.80], [1.46, -10.73, -14.33], [0.38, -9.97, -13.15], [12.09, -12.19, -14.18], [11.19, -12.08, -15.41], [10.00, -11.41, -15.08], [9.01, -11.57, -16.11], [7.88, -10.64, -15.74], [11.80, -13.03, -13.56], [13.10, -12.43, -14.53], [12.19, -11.26, -13.62], [11.75, -11.55, -16.19], [11.04, -13.07, -15.87], [9.37, -11.35, -17.12], [8.78, -12.64, -16.12], [7.02, -10.66, -16.42], [8.18, -9.61, -15.92], [7.50, -10.87, -14.75], [3.56, -12.19, -15.58], [3.42, -13.40, -14.70], [4.72, -13.90, -14.50], [4.78, -15.08, -13.67], [6.23, -15.39, -13.37], [4.12, -12.38, -16.50], [2.60, -11.89, -16.01], [3.97, -11.33, -15.04], [2.90, -13.08, -13.78], [2.79, -14.20, -15.13], [4.13, -15.16, -12.79], [4.52, -15.80, -14.45], [6.68, -16.20, -13.94], [6.45, -15.53, -12.31], [6.89, -14.59, -13.74], [5.41, -1.45, -20.87], [5.54, -2.00, -19.43], [4.85, -3.24, -19.44], [5.18, -4.10, -18.37], [4.94, -5.52, -18.87], [4.40, -1.49, -21.26], [5.56, -0.36, -20.79], [6.20, -1.89, -21.46], [6.61, -2.15, -19.26], [5.13, -1.31, -18.68], [6.23, -4.05, -18.05], [4.57, -3.80, -17.50], [3.91, -5.72, -19.18], [5.31, -6.36, -18.28], [5.55, -5.60, -19.78], [8.15, -5.41, -15.34], [9.15, -5.10, -14.25], [10.07, -4.08, -14.57], [9.54, -2.79, -14.37], [10.64, -1.79, -14.65], [7.40, -4.62, -15.40], [8.64, -5.58, -16.30], [7.64, -6.33, -15.04], [8.74, -4.99, -13.23], [9.65, -6.06, -14.05], [8.74, -2.55, -15.09], [9.11, -2.71, -13.37], [10.26, -0.77, -14.65], [11.06, -2.14, -15.60], [11.45, -1.89, -13.93]], "e_homo_ev": -9.42, "homo_lumo_gap_ev": 9.486, "relative_energy_ev": 0.118, "mol_weight_g_mol": 971.03, "smiles": "O=C1OC[C@@H](F)O1.O=C1OC[C@@H](F)O1.O=C1OC[C@@H](F)O1.O=C1OC[C@@H](F)O1.CCOC(C)=O.CCOC(C)=O.CCOCC.CCOCC.CCOCC.CCOCC.CCOCC", "energy_ha": -3550.34841}

---

No. 4
{"formula": "C5H5NO2", "method": "wB97M-V/def2-TZVPD", "species": ["C", "C", "C", "C", "C", "H", "H", "H", "H", "H", "N", "O", "O"], "positions_angstrom": [[-0.63, -0.93, -0.87], [-0.91, 0.39, -0.42], [-0.20, -0.06, 1.04], [1.00, 0.53, 0.12], [0.97, -1.00, -0.47], [-1.90, 0.96, -0.23], [-0.38, 0.80, 1.72], [-0.13, -1.11, 1.48], [1.97, 0.94, 0.66], [-0.16, 2.10, -0.33], [0.03, 1.28, -0.73], [-1.25, -1.77, -1.45], [1.59, -2.13, -0.53]], "e_homo_ev": -8.97, "homo_lumo_gap_ev": 9.087, "relative_energy_ev": 5.542, "mol_weight_g_mol": 111.10, "energy_ha": -398.57482}

---

No. 5
{"formula": "C5H8O", "method": "wB97M-V/def2-TZVPD", "species": ["O", "C", "C", "C", "C", "C", "H", "H", "H", "H", "H", "H", "H", "H"], "positions_angstrom": [[2.90, -0.51, -0.48], [2.04, 0.29, -0.14], [0.65, 0.00, 0.06], [-0.22, -1.20, -0.30], [-1.44, -0.22, -0.30], [-0.58, 0.94, 0.25], [2.31, 1.34, 0.09], [0.14, 0.50, 1.21], [-0.04, -1.72, -1.25], [-0.26, -1.97, 0.49], [-1.78, 0.01, -1.31], [-2.29, -0.47, 0.34], [-0.56, 1.96, -0.10], [-0.91, 1.10, 1.43]], "e_homo_ev": -8.23, "homo_lumo_gap_ev": 8.793, "relative_energy_ev": 4.834, "mol_weight_g_mol": 84.12, "energy_ha": -270.38026}

---

No. 6
{"formula": "C58H59FGeLuO4P3S4", "method": "wB97M-V/def2-TZVPD", "species": ["Lu", "F", "Ge", "C", "C", "C", "C", "C", "C", "P", "C", "C", "C", "C", "C", "C", "C", "C", "C", "C", "C", "C", "C", "C", "C", "C", "C", "C", "P", "C", "C", "C", "C", "C", "C", "C", "C", "C", "C", "C", "C", "C", "C", "C", "C", "C", "C", "P", "C", "C", "C", "C", "C", "C", "C", "C", "C", "C", "C", "C", "H", "H", "H", "H", "H", "H", "H", "H", "H", "H", "H", "H", "H", "H", "H", "H", "H", "H", "H", "H", "H", "H", "H", "H", "H", "H", "H", "H", "H", "H", "H", "H", "H", "H", "H", "H", "H", "H", "H", "H", "H", "H", "S", "S", "S", "S", "O", "H", "H", "O", "H", "H", "O", "H", "H", "O", "H", "H", "C", "C", "C", "C", "H", "H", "H", "H", "H", "H", "H", "H", "H"], "positions_angstrom": [[-0.11, -1.76, 0.30], [0.26, 4.85, -0.29], [0.33, 3.06, -0.07], [2.20, 3.00, -0.73], [2.87, 4.24, -0.69], [4.06, 4.43, -1.36], [4.61, 3.39, -2.10], [3.98, 2.16, -2.12], [2.79, 1.94, -1.42], [2.16, 0.19, -1.39], [2.03, 0.06, -3.23], [1.07, 0.90, -3.79], [0.80, 0.89, -5.15], [1.50, 0.03, -5.99], [2.48, -0.79, -5.45], [2.75, -0.78, -4.08], [3.77, -0.58, -0.92], [4.57, 0.06, 0.03], [5.72, -0.53, 0.51], [6.12, -1.77, 0.04], [5.34, -2.43, -0.90], [4.16, -1.85, -1.36], [-0.95, 2.89, -1.59], [-0.72, 3.87, -2.55], [-1.68, 4.20, -3.49], [-2.92, 3.58, -3.43], [-3.13, 2.55, -2.53], [-2.13, 2.15, -1.64], [-2.34, 0.52, -0.75], [-3.76, 0.95, 0.34], [-4.00, 2.27, 0.72], [-5.07, 2.58, 1.55], [-5.89, 1.57, 2.03], [-5.65, 0.25, 1.68], [-4.59, -0.06, 0.83], [-3.18, -0.29, -2.20], [-4.51, -0.69, -2.26], [-5.03, -1.22, -3.44], [-4.24, -1.36, -4.56], [-2.91, -0.95, -4.52], [-2.39, -0.42, -3.35], [-0.11, 3.23, 1.87], [-0.26, 4.57, 2.25], [-0.35, 4.95, 3.57], [-0.26, 3.98, 4.57], [-0.15, 2.66, 4.21], [-0.12, 2.25, 2.86], [-0.12, 0.39, 2.64], [-1.52, 0.10, 3.84], [-1.63, -0.99, 4.70], [-2.72, -1.12, 5.55], [-3.74, -0.18, 5.54], [-3.67, 0.88, 4.65], [-2.59, 1.01, 3.80], [1.47, 0.24, 3.60], [1.68, -0.50, 4.76], [2.95, -0.52, 5.34], [4.00, 0.19, 4.79], [3.79, 0.94, 3.64], [2.54, 0.95, 3.05], [2.42, 5.06, -0.15], [4.56, 5.39, -1.30], [5.53, 3.54, -2.66], [4.43, 1.35, -2.68], [0.53, 1.59, -3.15], [0.05, 1.56, -5.55], [1.29, 0.01, -7.05], [3.04, -1.45, -6.09], [3.53, -1.41, -3.70], [4.27, 1.03, 0.41], [6.31, -0.02, 1.26], [7.03, -2.23, 0.40], [5.63, -3.40, -1.26], [3.54, -2.41, -2.04], [0.23, 4.40, -2.55], [-1.47, 4.95, -4.25], [-3.72, 3.88, -4.10], [-4.09, 2.05, -2.53], [-3.36, 3.07, 0.36], [-5.26, 3.61, 1.81], [-6.72, 1.81, 2.69], [-6.28, -0.54, 2.05], [-4.43, -1.08, 0.53], [-5.16, -0.57, -1.41], [-6.08, -1.51, -3.47], [-4.66, -1.77, -5.47], [-2.28, -1.04, -5.39], [-1.37, -0.06, -3.33], [-0.30, 5.34, 1.49], [-0.47, 5.99, 3.83], [-0.28, 4.26, 5.61], [-0.11, 1.91, 4.98], [-0.88, -1.77, 4.68], [-2.77, -1.97, 6.22], [-4.58, -0.28, 6.22], [-4.47, 1.61, 4.61], [-2.56, 1.86, 3.12], [0.89, -1.06, 5.21], [3.10, -1.11, 6.24], [4.98, 0.17, 5.25], [4.60, 1.51, 3.20], [2.38, 1.53, 2.14], [0.43, -2.95, 2.88], [-0.37, -4.84, 3.02], [-2.42, -4.80, 2.62], [-2.77, -5.36, 0.70], [-2.12, -2.61, -0.83], [-2.30, -3.53, -0.40], [-2.61, -2.65, -1.66], [2.25, -1.45, 1.26], [3.05, -1.06, 1.60], [2.05, -2.22, 1.84], [-2.12, -1.70, 1.67], [-2.26, -2.63, 1.97], [-2.90, -1.21, 1.94], [0.02, -1.72, -2.23], [0.53, -2.55, -2.17], [-0.70, -1.90, -2.85], [1.95, -6.03, -1.09], [0.90, -4.94, -1.33], [0.92, -4.59, -2.83], [1.15, -3.75, -0.38], [1.75, -6.92, -1.69], [1.98, -6.31, -0.04], [2.95, -5.65, -1.36], [-0.08, -5.37, -1.10], [1.71, -3.86, -3.06], [-0.05, -4.19, -3.17], [1.12, -5.47, -3.43], [2.19, -3.44, -0.57], [1.20, -4.21, 0.61]], "e_homo_ev": -6.24, "homo_lumo_gap_ev": 5.993, "relative_energy_ev": 0.000, "mol_weight_g_mol": 1307.87, "energy_ha": -8575.75474}